1.
A molecular structure, C33H30AuINO3PS3. Source: the Open Molecules 2025 dataset; level of theory: ωB97M-V/def2-TZVPD.

Properties
HOMO energy, eV: -12.901
Kohn-Sham gap, hartree: 0.19584
M, g/mol: 939.653

Structure (ORCA input):
```
! wB97M-V def2-TZVPD RIJCOSX def2/J DEFGRID3
* xyz 2 1
Au -0.84 1.10 -0.96
I 1.06 -0.37 1.72
S -1.64 3.99 -2.00
S 0.98 3.21 1.13
S -2.14 -1.79 -0.92
P 2.57 -0.53 -0.33
O -3.02 3.71 -1.80
O -1.08 3.79 -3.31
O -0.80 -0.98 -0.98
N -0.73 3.09 -0.91
C 2.16 2.76 -2.54
C -2.91 -0.55 -3.32
C 5.08 1.15 3.95
C 2.79 0.27 2.71
C 3.42 -3.88 -2.36
C -0.26 5.28 -0.26
C -2.94 -4.15 -2.09
C 6.31 0.97 1.80
C 2.32 -3.28 0.12
C 3.93 1.01 4.67
C 3.99 0.09 0.54
C 2.20 0.51 -1.68
C -1.77 -3.17 -1.99
C 2.67 -2.25 -0.76
C 2.53 1.87 -1.55
C -0.06 7.63 0.06
C 0.29 6.34 0.44
C 6.33 0.66 0.46
C -0.94 7.85 -1.00
C -1.14 5.52 -1.31
C 5.16 0.22 -0.18
C 1.14 0.95 -3.79
C -1.49 6.79 -1.71
C 2.51 -4.60 -0.25
C 1.47 2.30 -3.66
C -3.33 -0.87 -1.90
C 1.48 0.05 -2.80
C 2.75 0.56 4.03
C 3.95 0.39 1.92
C 5.13 0.84 2.57
C 3.23 -2.55 -2.01
C 3.06 -4.89 -1.49
C -0.03 3.82 -0.04
H -3.81 -3.68 -2.54
H 5.19 -0.01 -1.23
H -2.17 6.96 -2.54
H 3.52 -1.77 -2.69
H 1.84 0.47 4.61
H -1.47 -2.76 -2.96
H 3.22 -5.93 -1.77
H 5.99 1.49 4.43
H 7.21 1.31 2.29
H -3.53 0.26 -3.70
H 1.22 -0.99 -2.90
H 3.08 2.23 -0.69
H -3.04 -1.40 -3.98
H -4.25 -1.46 -1.84
H 3.86 -4.11 -3.32
H -2.65 -4.98 -2.73
H 1.90 -3.06 1.09
H 0.61 0.61 -4.67
H -3.21 -4.54 -1.12
H -1.19 8.87 -1.28
H -3.51 0.03 -1.30
H 0.35 8.47 0.59
H 7.24 0.76 -0.11
H -1.87 -0.22 -3.36
H 0.97 6.15 1.26
H 3.90 1.25 5.72
H 1.17 3.00 -4.42
H -0.90 -3.64 -1.53
H 2.41 3.81 -2.45
H 2.25 -5.39 0.43
*
```



2.
2 unconnected molecules or ions with the total composition C33H30BFO4 in a non-equilibrium geometry. Source: the Open Molecules 2025 dataset; level of theory: ωB97M-V/def2-TZVPD.

Properties
HOMO energy, eV: -4.704
Kohn-Sham gap, hartree: 0.09458
M, g/mol: 520.409

Structure (ORCA input):
```
! wB97M-V def2-TZVPD RIJCOSX def2/J DEFGRID3
* xyz 0 1
F 0.23 4.87 1.88
O -3.59 1.41 1.53
O 3.76 -2.80 2.99
O 3.15 -1.30 5.08
O -2.98 -0.49 3.21
C -4.43 2.07 0.64
C 2.18 0.28 6.40
C 1.57 0.36 5.11
C -2.77 -2.73 3.00
C 1.70 -3.50 2.34
C -3.09 -1.66 3.84
C -3.91 0.05 -0.18
C -1.19 1.70 2.83
C -0.76 -0.94 -0.51
C -2.57 -2.20 1.74
C 4.19 -1.22 7.16
C -0.80 -0.56 1.87
C -4.66 1.25 -0.44
C 1.88 -1.52 -0.96
C -4.92 3.40 0.99
C -0.26 0.84 2.26
C -1.09 3.05 2.62
C 5.20 -4.57 2.84
C 1.21 2.71 1.90
C -3.59 -1.70 5.22
C -0.34 -1.30 -1.79
C 2.45 -2.37 2.73
C 2.27 -0.55 4.28
C 0.05 -0.96 0.60
C 0.11 3.54 2.14
C 3.16 -0.70 6.30
C 2.59 -4.62 2.34
C 3.84 -4.12 2.70
C -2.32 -0.70 1.85
C 1.43 -1.14 0.32
C -3.16 0.24 0.98
C 1.00 -1.61 -2.03
C 1.04 1.33 2.02
B 2.57 -0.91 2.92
H 2.26 -0.96 1.04
H 2.15 3.15 1.59
H -3.85 -0.80 -0.82
H -2.34 -2.74 0.83
H 2.94 -1.74 -1.14
H 5.20 -5.62 3.12
H 4.74 -2.03 6.65
H 1.34 -1.91 -3.02
H -5.54 3.35 1.91
H 3.73 -1.61 8.08
H -1.76 -0.58 -0.36
H 0.65 -3.58 2.06
H -2.79 -1.53 5.97
H 1.96 0.67 2.01
H -4.00 -2.71 5.42
H -0.45 -1.21 2.67
H 5.71 -3.94 3.59
H 0.74 1.02 4.86
H 1.99 0.88 7.27
H -2.56 -3.72 3.38
H -5.58 3.75 0.19
H 2.42 -5.66 2.07
H -1.09 -1.32 -2.56
H -2.00 1.26 3.41
H -4.44 -1.03 5.44
H -5.28 1.44 -1.32
H 4.88 -0.40 7.39
H -4.14 4.17 1.14
H -1.97 3.68 2.77
H 5.68 -4.44 1.86
*
```



3.
A molecular structure, C33H30BaNO2P2. Source: the Open Molecules 2025 dataset; level of theory: ωB97M-V/def2-TZVPD.

Properties
HOMO energy, eV: -2.232
Kohn-Sham gap, hartree: 0.15349
M, g/mol: 671.884

Structure (ORCA input):
```
! wB97M-V def2-TZVPD RIJCOSX def2/J DEFGRID3
* xyz -1 1
Ba -0.91 3.53 2.37
P 0.10 1.15 -2.14
P -0.13 -0.53 2.06
O -3.16 3.40 0.71
O -3.03 1.80 2.28
N 1.37 3.56 2.27
C -3.65 2.49 1.42
C 4.31 1.58 3.36
C -3.94 0.54 -1.49
C -2.51 -3.33 0.11
C 0.07 0.62 0.62
C 2.25 -3.81 2.56
C -2.57 0.33 -1.54
C 0.44 0.00 -0.72
C -2.79 -1.05 1.67
C 0.26 -0.09 -3.49
C -1.39 -2.70 0.63
C 3.46 -3.45 1.99
C 2.62 3.22 2.56
C -0.77 -0.42 -4.37
C 1.70 -1.63 -4.69
C -0.57 -1.34 -5.39
C -4.47 1.75 -1.92
C -1.72 1.32 -2.03
C -3.92 -1.68 1.14
C 1.18 -2.93 2.54
C 3.59 -2.20 1.39
C -3.64 2.75 -2.39
C 0.66 -1.95 -5.55
C -1.52 -1.55 1.41
C 3.73 4.13 2.46
C 3.00 1.92 3.04
C 5.02 3.78 2.77
C -3.78 -2.82 0.37
C 1.50 -0.70 -3.68
C 2.51 -1.32 1.36
C -2.27 2.53 -2.44
C 5.35 2.50 3.22
C 1.29 -1.68 1.92
H 4.54 -1.90 0.97
H 2.14 -4.77 3.04
H -5.54 1.92 -1.86
H 1.51 -0.22 -0.76
H 2.20 1.20 3.21
H -4.73 2.28 1.31
H -0.09 -0.93 -0.90
H 6.37 2.23 3.47
H 2.33 -0.44 -3.02
H 2.67 -2.10 -4.80
H -1.39 -1.58 -6.06
H 0.78 1.41 0.91
H -4.58 -0.23 -1.09
H -4.90 -1.27 1.34
H 5.81 4.52 2.66
H 3.50 5.13 2.11
H -1.75 0.04 -4.26
H -2.17 -0.62 -1.20
H -2.91 -0.14 2.25
H 0.24 -3.21 3.00
H -0.92 1.09 0.55
H -1.61 3.32 -2.78
H -4.05 3.70 -2.70
H 4.30 -4.13 2.01
H -4.65 -3.31 -0.04
H -2.39 -4.22 -0.50
H 2.66 -0.34 0.93
H 0.82 -2.67 -6.34
H -0.41 -3.10 0.42
H 4.51 0.58 3.72
*
```



The highest M belongs to which entry?
C33H30AuINO3PS3